{"formula": "C15H54CrCu2N3O15S", "method": "wB97M-V/def2-TZVPD", "elements": ["Cu", "Cu", "Cr", "S", "O", "O", "O", "O", "C", "C", "C", "O", "H", "H", "H", "H", "H", "H", "H", "C", "C", "C", "O", "C", "N", "H", "H", "H", "H", "H", "H", "H", "H", "H", "H", "H", "C", "C", "C", "O", "C", "N", "H", "H", "H", "H", "H", "H", "H", "H", "H", "H", "H", "C", "C", "C", "O", "C", "N", "H", "H", "H", "H", "H", "H", "H", "H", "H", "H", "H", "O", "H", "H", "O", "H", "H", "O", "H", "H", "O", "H", "H", "O", "H", "H", "O", "H", "H", "O", "H", "H"], "positions_angstrom": [[1.26258, 33.61824, 5.99562], [3.87316, 31.50294, 7.29802], [3.98129, 35.22060, 7.68037], [3.13502, 35.32860, 4.57730], [2.95030, 35.26425, 6.07752], [4.48123, 34.81995, 4.30172], [2.13701, 34.35042, 4.02902], [2.80980, 36.66929, 4.11675], [0.41369, 32.53072, 8.95632], [1.78993, 33.16370, 9.18873], [2.59803, 32.33969, 10.17960], [2.48585, 33.63099, 8.07871], [-0.17569, 32.48138, 9.86592], [0.60564, 31.56943, 8.46472], [-0.20043, 33.09625, 8.24778], [1.46640, 33.99659, 9.83742], [2.09124, 31.37854, 10.29741], [2.76260, 32.72776, 11.18940], [3.63913, 32.18346, 9.87808], [2.08221, 36.68048, 12.36287], [1.48713, 36.97799, 13.73920], [2.39416, 37.99340, 14.41639], [3.62229, 37.35660, 14.83604], [4.54485, 38.37512, 15.17755], [0.12773, 37.46124, 13.60806], [2.86298, 35.91692, 12.45179], [2.47525, 37.59583, 11.92126], [1.42699, 36.21277, 11.62330], [1.53030, 36.09836, 14.39352], [1.87903, 38.38706, 15.29745], [2.70221, 38.79681, 13.74479], [5.44627, 37.88671, 15.54515], [4.17866, 38.93284, 16.04721], [4.70166, 39.09404, 14.37122], [-0.25529, 37.68351, 14.52098], [-0.44553, 36.69470, 13.27182], [2.14908, 24.39036, 12.45348], [2.26766, 25.75658, 13.16636], [1.41750, 26.92909, 12.64094], [1.90227, 27.25274, 11.35023], [1.09020, 28.26025, 10.74531], [2.18456, 25.65879, 14.62905], [2.74651, 23.59590, 12.88925], [2.53981, 24.64331, 11.46341], [1.09651, 24.14298, 12.31002], [3.30340, 26.11111, 13.14372], [1.60658, 27.85579, 13.19240], [0.35269, 26.67082, 12.62714], [1.06503, 29.06774, 11.49387], [0.02478, 28.03680, 10.67356], [1.64239, 28.59482, 9.87292], [1.45872, 25.00053, 14.90209], [2.99356, 25.23511, 15.06532], [-2.02329, 29.46202, 6.89227], [-0.81894, 28.58826, 7.34734], [-1.31080, 27.37667, 8.14682], [-0.15034, 26.59489, 8.41131], [-0.38329, 25.48033, 9.25865], [0.07876, 28.22450, 6.20584], [-1.60936, 30.38472, 6.48513], [-2.58253, 29.80892, 7.76379], [-2.69841, 28.93210, 6.22436], [-0.07913, 29.14473, 7.93052], [-2.04040, 26.85648, 7.51629], [-1.79478, 27.64262, 9.09023], [0.44063, 24.79670, 9.07564], [-1.34246, 25.06870, 8.92541], [-0.56118, 25.72525, 10.30973], [0.59511, 27.53035, 6.74477], [-0.51545, 27.76634, 5.52021], [5.91325, 31.21993, 11.49339], [6.78515, 31.49469, 11.80106], [5.29818, 31.80126, 11.95129], [-2.95658, 34.34803, 10.30054], [-2.23685, 34.18154, 10.93106], [-2.66007, 35.10089, 9.78023], [0.33397, 31.67283, 13.20685], [-0.07517, 31.91073, 14.04912], [1.26510, 31.89069, 13.32056], [-2.46890, 33.14758, 6.47165], [-2.03011, 32.53636, 5.87072], [-2.21138, 32.85497, 7.35265], [4.86180, 35.21149, 9.65648], [4.56474, 35.05933, 10.56258], [5.81797, 35.07059, 9.68138], [5.48266, 30.95168, 8.78973], [6.31751, 30.99727, 8.30809], [5.74114, 30.79851, 9.72303], [-0.63488, 33.81991, 11.82968], [-0.07222, 33.71972, 11.05849], [-0.44699, 33.02975, 12.37863]], "lowdin_spin": [0.00, 0.00, 3.89, 0.01, 0.03, 0.00, 0.00, 0.00, 0.00, 0.00, 0.00, 0.02, 0.00, 0.00, 0.00, 0.00, 0.00, 0.00, 0.00, 0.00, 0.00, 0.00, 0.00, 0.00, 0.00, 0.00, 0.00, 0.00, 0.00, 0.00, 0.00, 0.00, 0.00, 0.00, 0.00, 0.00, 0.00, 0.00, 0.00, 0.00, 0.00, 0.00, 0.00, 0.00, 0.00, 0.00, 0.00, 0.00, 0.00, 0.00, 0.00, 0.00, 0.00, 0.00, 0.00, 0.00, 0.00, 0.00, 0.00, 0.00, 0.00, 0.00, 0.00, 0.00, 0.00, 0.00, 0.00, 0.00, 0.00, 0.00, 0.00, 0.00, 0.00, 0.00, 0.00, 0.00, 0.00, 0.00, 0.00, 0.00, 0.00, 0.00, 0.04, 0.00, 0.00, 0.00, 0.00, 0.00, 0.00, 0.00, 0.00], "e_homo_ev": [-10.896, -10.898], "e_lumo_ev": [-5.11, -5.13], "charge": 1, "largest_force_ha_per_bohr": 0.0975, "homo_lumo_gap_ha": [0.213, 0.212], "spin_multiplicity": 5}

{"formula": "C15H5F5IrN2O3S4", "method": "wB97M-V/def2-TZVPD", "elements": ["Ir", "S", "C", "C", "C", "C", "N", "C", "C", "C", "S", "C", "N", "H", "H", "F", "C", "C", "F", "C", "F", "C", "S", "C", "F", "C", "F", "C", "S", "O", "O", "O", "H", "H", "H"], "positions_angstrom": [[-0.12703, 1.09702, -0.40029], [-1.46327, -0.14156, -1.78172], [-2.64276, -0.50891, -0.52816], [-3.24836, -1.75600, -0.43358], [-4.24096, -1.99526, 0.50912], [-4.84815, -3.30721, 0.59942], [-5.32024, -4.35507, 0.66131], [-4.63811, -0.95768, 1.36191], [-4.00354, 0.27420, 1.28578], [-2.98575, 0.50103, 0.36407], [-2.13355, 2.04137, 0.29923], [-5.70316, -1.15461, 2.32337], [-6.55815, -1.29651, 3.08011], [-2.91858, -2.55583, -1.08535], [-4.28992, 1.06961, 1.96320], [6.36434, 1.33843, -1.45336], [5.07475, 1.67848, -1.50390], [4.50270, 2.05887, -2.69657], [5.25030, 2.08863, -3.80676], [3.16453, 2.40766, -2.73914], [2.66294, 2.76250, -3.92318], [2.35830, 2.39608, -1.61164], [0.65097, 2.86738, -1.67418], [2.98169, 2.03661, -0.42590], [2.29034, 2.03182, 0.72049], [4.30676, 1.66151, -0.35988], [4.85720, 1.29093, 0.80306], [1.92863, -1.74682, 1.92233], [0.76955, -1.21635, 0.72693], [1.54803, -0.48134, -0.31957], [0.06720, -2.37778, 0.27344], [-0.09694, -0.19441, 1.39819], [2.60681, -2.44709, 1.43553], [1.36632, -2.23462, 2.71866], [2.46711, -0.87513, 2.29705]], "mulliken_charge": [1.32, -0.39, 0.29, -0.63, 0.51, -0.14, -0.54, 0.70, -0.94, 0.36, -0.45, -0.16, -0.54, 0.51, 0.49, -0.32, 0.60, 0.25, -0.30, 0.32, -0.34, 0.14, -0.42, 0.35, -0.42, 0.03, -0.33, -1.02, 1.15, -0.74, -0.57, -0.72, 0.34, 0.34, 0.30], "e_homo_ev": -4.974, "e_lumo_ev": 1.88, "charge": -1, "largest_force_ha_per_bohr": 0.0172, "homo_lumo_gap_ha": 0.252, "spin_multiplicity": 1}

{"formula": "C15H8Cl5CrIN2O5", "method": "wB97M-V/def2-TZVPD", "elements": ["Cr", "O", "C", "O", "C", "C", "C", "C", "C", "N", "C", "O", "O", "H", "H", "H", "H", "Cl", "C", "C", "C", "Cl", "C", "Cl", "C", "Cl", "C", "Cl", "N", "C", "O", "C", "I", "H", "H", "H", "H"], "positions_angstrom": [[0.47001, -0.36688, 0.59264], [-2.13767, 0.37127, -2.60961], [-1.47604, 0.15841, -1.49939], [-0.29006, -0.15221, -1.45433], [-2.23767, 0.33016, -0.24167], [-3.55267, 0.71402, -0.07175], [-4.00761, 0.89331, 1.23318], [-3.15015, 0.70048, 2.30804], [-1.84597, 0.31804, 2.04010], [-1.43368, 0.13266, 0.79797], [-0.72213, 0.09610, 3.03021], [-0.87487, 0.14041, 4.21138], [0.43726, -0.14479, 2.40067], [-1.54493, 0.28801, -3.37469], [-4.19194, 0.88183, -0.92662], [-5.03034, 1.19896, 1.40594], [-3.46062, 0.84861, 3.33300], [2.99064, -0.72635, 0.46785], [2.75107, 0.98478, 0.08281], [1.42250, 1.32522, 0.10420], [1.12241, 2.64147, -0.20112], [-0.53467, 3.15336, -0.23229], [2.12945, 3.56414, -0.49055], [1.73763, 5.19139, -0.85611], [3.46906, 3.15862, -0.48849], [4.71149, 4.27796, -0.84576], [3.80217, 1.83374, -0.20038], [5.41953, 1.27938, -0.19687], [-0.09916, -4.48116, -0.13062], [0.37566, -3.29673, -0.46597], [0.03983, -2.27921, 0.17351], [1.34980, -3.14943, -1.60409], [1.49955, -4.76743, -2.96704], [-0.70768, -4.56061, 0.66928], [0.14891, -5.30625, -0.65457], [2.33877, -2.99415, -1.17640], [1.08209, -2.25713, -2.16246]], "lowdin_spin": [1.00, 0.00, 0.00, 0.01, 0.00, 0.00, 0.00, 0.00, 0.00, 0.00, 0.00, 0.00, 0.03, 0.00, 0.00, 0.00, 0.00, 0.00, 0.00, -0.03, 0.00, 0.00, 0.00, 0.00, 0.01, 0.00, 0.00, 0.00, 0.00, 0.00, 0.00, 0.00, 0.00, 0.00, 0.00, 0.00, 0.00], "e_homo_ev": [-11.777, -11.801], "e_lumo_ev": [-4.13, -4.05], "charge": 1, "largest_force_ha_per_bohr": 0.0035, "homo_lumo_gap_ha": [0.281, 0.285], "spin_multiplicity": 2}

{"formula": "C15H8N2OS4Zr", "method": "wB97M-V/def2-TZVPD", "elements": ["Zr", "C", "C", "N", "C", "C", "C", "C", "C", "C", "C", "C", "C", "N", "C", "H", "H", "H", "H", "H", "H", "H", "H", "O", "C", "S", "C", "C", "S", "S", "S"], "positions_angstrom": [[-1.51377, -1.17292, -1.45776], [-1.66001, 3.45434, -1.66135], [-1.89318, 2.10214, -1.92486], [-1.15642, 1.12751, -1.40621], [-0.10505, 1.45486, -0.58759], [0.20706, 2.78672, -0.29411], [-0.61184, 3.79392, -0.84614], [1.34257, 3.09009, 0.52490], [2.13715, 2.10420, 0.99385], [1.84975, 0.73244, 0.69667], [2.66665, -0.32392, 1.14430], [2.35937, -1.61972, 0.80777], [1.22038, -1.86337, 0.04415], [0.40836, -0.88990, -0.36975], [0.72169, 0.40765, -0.06592], [-2.29947, 4.20190, -2.10705], [-2.71234, 1.81126, -2.57510], [-0.39646, 4.83202, -0.62890], [1.55919, 4.12710, 0.74378], [3.00686, 2.33018, 1.59568], [3.54417, -0.10257, 1.73832], [2.97771, -2.44969, 1.11735], [0.96321, -2.87587, -0.24339], [-0.18591, -4.72672, 2.76186], [-0.77396, -4.19522, 1.88866], [-1.78559, -2.72729, 2.10979], [-2.26362, -2.56862, 0.43407], [-1.73925, -3.46328, -0.47164], [-1.86254, -3.43101, -2.20441], [-0.74583, -4.75785, 0.17782], [-3.25889, -1.18838, 0.06518]], "mulliken_charge": [1.10, -0.78, -0.11, -0.41, 0.35, 1.17, -0.51, -1.01, -1.02, 1.38, -0.53, -1.01, -0.38, -0.26, -0.15, 0.44, 0.41, 0.49, 0.44, 0.44, 0.49, 0.45, 0.83, -0.41, 0.64, -0.05, 0.27, 0.34, -0.25, -0.10, -0.26], "e_homo_ev": -15.474, "e_lumo_ev": -8.36, "charge": 2, "largest_force_ha_per_bohr": 0.0177, "homo_lumo_gap_ha": 0.262, "spin_multiplicity": 1}

{"formula": "C15H9AsI2NO7SW", "method": "wB97M-V/def2-TZVPD", "elements": ["W", "O", "As", "O", "O", "C", "C", "C", "C", "C", "C", "S", "O", "O", "O", "H", "H", "H", "H", "H", "I", "C", "C", "C", "I", "C", "C", "C", "C", "N", "C", "C", "O", "H", "H", "H", "H"], "positions_angstrom": [[0.02999, 0.28268, 0.34743], [0.47023, 0.61348, -1.65371], [-0.43005, 2.35892, -1.20868], [-1.24340, 2.72768, -2.55442], [-1.50171, 0.42222, 1.02960], [1.21491, 3.41155, -1.16234], [1.38121, 4.33951, -2.17579], [2.57124, 5.05628, -2.27561], [3.59611, 4.85087, -1.36777], [3.44501, 3.92838, -0.33804], [2.25830, 3.22600, -0.24322], [2.10562, 2.02187, 1.02435], [3.00861, 2.24062, 2.09065], [0.62355, 2.03197, 1.38582], [2.15404, 0.67322, 0.37200], [0.24369, 0.37556, -2.56404], [0.58024, 4.49102, -2.88901], [2.69124, 5.77903, -3.07121], [4.51797, 5.40938, -1.45147], [4.22984, 3.76546, 0.38840], [-2.37900, -1.89889, -1.30976], [-1.62939, -2.65624, 0.48836], [-2.45191, -3.25919, 1.46579], [-2.10662, -3.20605, 2.79073], [-3.25316, -4.23820, 4.18159], [-1.03499, -2.36721, 3.21751], [-0.79020, -1.89386, 4.52521], [0.07550, -0.84219, 4.72166], [0.67416, -0.20065, 3.62793], [0.55379, -0.67132, 2.39961], [-0.23058, -1.77764, 2.23681], [-0.42384, -2.13767, 0.87773], [0.42896, -1.53154, -0.01821], [-3.36843, -3.74716, 1.16425], [-1.32427, -2.32399, 5.36256], [0.24781, -0.44718, 5.71194], [1.25541, 0.70438, 3.75426]], "mulliken_charge": [1.93, -0.70, 0.67, -0.70, -0.47, -0.15, -0.47, -0.62, -0.60, -0.58, 0.63, 1.66, -0.62, -0.70, -0.61, 0.31, 0.52, 0.41, 0.41, 0.49, 0.21, -0.34, -0.43, -0.32, 0.19, 0.80, -0.48, -0.91, 0.01, -0.18, 0.54, 0.07, -0.45, 0.41, 0.25, 0.41, 0.39], "e_homo_ev": -11.806, "e_lumo_ev": -5.56, "charge": 1, "largest_force_ha_per_bohr": 0.0383, "homo_lumo_gap_ha": 0.229, "spin_multiplicity": 1}

{"formula": "C15H9ClN4O2", "method": "wB97M-V/def2-TZVPD", "elements": ["N", "C", "C", "C", "N", "C", "C", "C", "C", "C", "C", "N", "O", "C", "C", "C", "C", "Cl", "C", "C", "N", "O", "H", "H", "H", "H", "H", "H", "H", "H", "H"], "positions_angstrom": [[-0.85238, -3.12694, -0.39123], [-0.66438, -1.96872, -0.53733], [-0.41402, -0.57172, -0.70183], [0.46696, 0.24287, 0.20226], [0.96929, -0.11796, 1.36616], [0.71626, -1.33556, 1.97414], [1.57689, -2.43159, 1.85167], [1.32466, -3.65337, 2.44975], [0.18568, -3.79354, 3.25213], [-0.66759, -2.69788, 3.44582], [-0.39561, -1.48617, 2.81340], [0.72987, 1.56950, -0.13544], [1.40843, 2.40692, 0.74723], [0.12296, 2.11357, -1.27875], [0.38351, 3.44616, -1.64927], [-0.14285, 3.99698, -2.83497], [-1.02039, 3.27478, -3.60856], [-1.62711, 3.94448, -5.11065], [-1.32098, 1.97248, -3.25916], [-0.72267, 1.36992, -2.08525], [-1.00767, 0.05050, -1.71116], [-1.83606, -0.54179, -2.39645], [2.45202, -2.32179, 1.21429], [1.99017, -4.49159, 2.25914], [0.02124, -4.74813, 3.74766], [-1.58699, -2.72669, 4.06982], [-1.09962, -0.68649, 2.99843], [1.80637, 1.85059, 1.44301], [1.05153, 4.02211, -1.04145], [0.14754, 5.00191, -3.15858], [-1.99505, 1.43717, -3.93482]], "mulliken_charge": [-0.49, -0.07, 0.59, 0.70, -0.64, -0.63, 0.04, -0.58, -0.37, -0.55, 0.13, 0.31, -0.43, 0.14, -0.63, -0.53, 0.22, -0.20, -0.86, 0.25, 0.70, -0.70, 0.35, 0.36, 0.37, 0.31, 0.39, 0.40, 0.49, 0.40, 0.52], "e_homo_ev": -8.578, "smiles": "N#Cc1/c(=N\\c2ccccc2)n(O)c2ccc(Cl)cc2[n+]1[O-]", "e_lumo_ev": -1.49, "charge": 0, "largest_force_ha_per_bohr": 0.0731, "homo_lumo_gap_ha": 0.260, "spin_multiplicity": 1}